The molecule C2H5NO3S in a non-equilibrium geometry, computed with ωB97M-V/def2-TZVPD.

```
12
Properties=species:S:1:pos:R:3:forces:R:3
S 0.92892 -0.58143 -0.11961 0.7 -0.4 1.1
O 0.80415 -1.94235 -0.51640 -0.1 -1.4 -0.3
O -1.28152 0.27687 -1.22702 -0.9 -0.4 -0.1
O 1.62141 -0.32668 1.13788 -1.1 0.6 -1.4
N 1.65491 0.14564 -1.40537 0.0 -1.5 -1.5
C -1.38894 0.41030 1.30466 -1.5 -0.2 -3.3
C -0.88140 0.01108 -0.14758 1.5 2.8 1.8
H -2.48891 0.32425 1.26875 0.5 -0.3 0.5
H -0.84842 -0.23163 1.90294 0.5 -1.5 1.9
H -1.15916 1.41538 1.62858 0.4 0.4 -0.6
H 1.33864 1.09898 -1.60740 0.3 -0.7 -0.2
H 1.70033 -0.60041 -2.21942 -0.4 2.5 2.1
```
Positions in Å, forces in eV/Å.

Total energy in Eh: -757.81479
Lowest unoccupied orbital energy in eV: -0.187
Kohn-Sham gap in eV: 9.89
Total charge: 0
HOMO energy in eV: -10.08
ΔE to the lowest compared entry with this formula, charge and spin in kcal/mol: 54.0


A cluster of 2 separate species, C9H13NO7 in total in a non-equilibrium geometry, computed with ωB97M-V/def2-TZVPD.

```
30
Properties=species:S:1:pos:R:3:forces:R:3
O 0.17277 -1.67809 -0.24612 1.1 -0.9 0.0
O 2.92632 3.01890 2.74196 0.0 0.0 0.0
O 2.90681 0.76167 2.90879 0.0 0.1 0.0
O 1.41597 -0.40200 -1.59113 2.6 1.4 -1.0
O -4.05634 -1.77679 -1.08629 0.7 0.0 0.0
O 3.17868 1.84757 0.94349 0.0 0.1 0.1
O -0.98251 -3.63802 -0.25247 0.2 -2.8 1.7
N -1.27410 0.11224 -3.06324 0.6 -0.1 -0.1
C -3.78401 -0.51478 -0.51656 -0.4 0.4 0.5
C -1.67311 -1.85298 -1.65519 0.6 -0.4 0.4
C -0.93122 -0.85155 -2.10126 -0.4 0.5 -0.4
C 3.27201 0.57768 0.28557 0.3 -0.1 0.0
C 2.99560 1.77227 2.26071 0.0 0.0 -0.1
C 0.39861 -0.89172 -1.37369 -3.4 -0.5 0.6
C -3.07463 -2.22101 -2.02956 -0.5 -0.1 0.0
C 2.72985 3.09069 4.15334 0.0 0.1 0.3
C -0.80434 -2.55664 -0.62127 -2.0 2.5 -1.7
H -3.34696 -1.80699 -3.01175 0.3 0.1 0.1
H 4.12645 0.01470 0.66180 -0.1 0.0 0.1
H -1.78070 0.88221 -2.64461 0.1 0.1 -0.2
H 1.78821 2.62148 4.43569 0.1 -0.1 0.0
H -4.72826 -0.15093 -0.10169 0.1 -0.1 -0.1
H 2.69107 4.14440 4.41840 0.0 0.0 -0.2
H -1.79627 -0.28905 -3.83019 -0.1 0.1 0.1
H -3.07300 -0.55248 0.32133 0.0 -0.2 -0.2
H -3.41830 0.23242 -1.23206 -0.1 -0.2 -0.1
H -3.21599 -3.30165 -2.10053 0.2 0.1 0.1
H 3.41782 0.77057 -0.77118 0.0 0.2 0.1
H 2.35911 0.01292 0.41567 0.1 0.0 0.2
H 3.56045 2.62494 4.68206 -0.1 -0.1 0.0
```
Positions in Å, forces in eV/Å.

Total energy in Eh: -932.14720
Lowest unoccupied orbital energy in eV: -0.530
Kohn-Sham gap in eV: 9.92
Total charge: 0
HOMO energy in eV: -10.45
ΔE to the lowest compared entry with this formula, charge and spin in kcal/mol: 0.0


A structure of composition C21H29AsF6N4OS5Ti, computed with ωB97M-V/def2-TZVPD.

```
68
Properties=species:S:1:pos:R:3:forces:R:3
As -0.17318 0.09152 -3.74507 0.0 0.0 0.0
Ti -0.32535 0.52332 0.00374 0.4 0.0 0.1
S -1.88115 -1.12836 0.69719 -0.1 0.0 0.0
S 0.58313 2.65013 -0.50352 -0.1 -0.1 0.0
S -4.77377 -1.07088 0.04670 0.0 0.0 0.0
S -2.28555 1.65224 -0.30101 -0.2 0.1 0.0
S -0.08299 1.76173 4.58190 0.0 0.0 0.0
F 0.79289 1.47399 -3.44611 0.0 0.0 0.0
F -0.07825 -0.23542 -1.81037 0.0 0.0 -0.1
F 1.25810 -0.86982 -3.79393 0.0 0.0 0.0
F -0.23243 0.34587 -5.42477 0.0 0.0 0.0
F -1.58403 0.99269 -3.39560 0.0 0.0 0.0
F -1.09628 -1.35018 -3.80872 0.0 0.0 0.0
O -2.83104 -1.65206 -1.63750 0.0 0.0 0.0
N -0.80753 2.99199 2.37153 0.0 0.0 0.0
N -0.10500 0.73469 2.18398 -0.1 0.1 0.0
N 0.91551 -3.05079 -0.22379 0.0 0.0 0.0
N 2.21457 0.05394 0.03208 0.0 0.0 0.0
C 2.83129 0.79253 1.15378 0.0 0.0 0.0
C -3.23418 -1.30033 -0.43224 0.0 0.0 0.0
C -0.00465 -3.55032 -1.23456 0.0 0.0 0.0
C 1.34977 -4.13303 0.64041 0.0 0.0 0.0
C 0.33587 0.08336 4.41608 0.0 0.0 0.0
C -1.50387 5.87851 -1.70992 0.0 0.0 0.0
C 2.85048 0.55564 -1.21141 0.0 0.0 0.0
C 0.82367 -2.52045 3.75526 0.0 0.0 0.0
C -0.69677 3.75223 -0.94329 0.0 0.0 0.0
C 0.24845 -0.30173 3.07876 0.0 0.0 0.0
C 2.05480 -2.35637 -0.80618 0.0 0.0 0.0
C -3.06735 4.11058 -1.23642 0.0 0.0 0.0
C 2.66219 -1.36333 0.18008 0.0 0.0 0.0
C -2.00371 3.28026 -0.88193 0.0 0.0 0.0
C -2.81360 5.40329 -1.65316 0.0 0.0 0.0
C 0.68042 -0.79844 5.42713 0.0 0.0 0.0
C -3.82786 -1.83259 -2.65440 0.0 0.0 0.0
C -0.44676 5.06203 -1.35493 0.0 0.0 0.0
C 0.93088 -2.11480 5.08242 0.0 0.0 0.0
C 0.48393 -1.63071 2.74814 0.0 0.0 0.0
C -0.36031 1.84359 2.86345 0.0 0.0 0.0
H -0.36589 -2.73293 -1.85324 0.0 0.0 0.0
H -0.95367 3.77946 2.97663 0.0 0.0 0.0
H 3.92899 0.36723 -1.15731 0.0 0.0 0.0
H -0.96062 3.10048 1.38102 0.0 0.0 -0.1
H 0.73889 -0.46758 6.45533 0.0 0.0 0.0
H 2.82930 -3.07075 -1.12831 0.0 0.0 0.0
H 0.99577 -3.55806 3.50137 0.0 0.0 0.0
H 2.68749 1.62094 -1.32424 0.0 0.0 0.0
H 1.84766 -4.93699 0.07449 0.0 0.0 0.0
H -0.86697 -4.00323 -0.74317 0.0 0.0 0.0
H 2.44364 -1.67629 1.19917 0.0 0.0 0.0
H 1.19457 -2.83079 5.84878 0.0 0.0 0.0
H -4.55195 -2.58005 -2.33489 0.0 0.0 0.0
H 2.49433 0.38343 2.10395 0.0 0.0 0.0
H -3.28033 -2.15088 -3.53378 0.0 0.0 0.0
H 1.72336 -1.84261 -1.70380 0.0 0.0 0.0
H -4.07921 3.72872 -1.18997 0.0 0.0 0.0
H -1.31101 6.89088 -2.03971 0.0 0.0 0.0
H 0.46507 -4.30836 -1.88108 0.0 0.0 0.0
H 2.05444 -3.76902 1.39118 0.0 0.0 0.0
H -4.33955 -0.88873 -2.83649 0.0 0.0 0.0
H 0.38456 -1.97934 1.72633 0.0 0.0 0.0
H 2.56822 1.84657 1.09944 0.0 0.0 0.0
H 3.75493 -1.35602 0.08112 0.0 0.0 0.0
H 3.92244 0.69948 1.10410 0.0 0.0 0.0
H 2.44809 0.05393 -2.08295 0.0 0.0 0.0
H -3.63513 6.04609 -1.94031 0.0 0.0 0.0
H 0.48941 -4.56126 1.15828 0.0 0.0 0.0
H 0.57284 5.42116 -1.40568 0.0 0.0 0.0
```
Positions in Å, forces in eV/Å.

Total energy in Eh: -6787.50669
Lowest unoccupied orbital energy in eV: -1.122
Kohn-Sham gap in eV: 6.91
Total charge: 0
HOMO energy in eV: -8.03
ΔE to the lowest compared entry with this formula, charge and spin in kcal/mol: 0.0


Question: Kohn-Sham gap of number 2 (C9H13NO7)?
Answer: 9.92 eV